(a)
Computed, not measured: a molecular structure, C7H12O, with ωB97M-V with the def2-TZVPD basis set.

The multiplicity is 2. The HOMO-LUMO gap (alpha / beta) comes out at 6.55 / 6.35 eV. As for the expectation value of S²: 0.768. The charge is -1. The LUMO energy (alpha / beta) is 4.095 / 3.924 eV.

XYZ file:
```
20
C7H12O ωB97M-V with the def2-TZVPD basis set
O -1.031 -0.500 -2.008
C -0.332 -1.561 -1.494
C -0.711 -2.065 -0.123
C -0.058 -1.712 1.074
C -0.618 0.020 1.620
C 1.055 2.483 -0.847
C 0.747 1.726 0.425
C -0.304 0.897 0.494
H 0.761 -1.299 -1.408
H -1.469 -2.848 -0.097
H -0.400 -2.427 -2.200
H 0.943 -1.373 1.011
H -0.239 -2.223 2.003
H -0.379 0.246 2.637
H -1.630 -0.364 1.490
H 0.948 1.841 -1.695
H 0.341 3.306 -0.968
H 2.018 2.973 -0.815
H 1.242 2.093 1.313
H -0.885 0.787 -0.412
```

=====

(b)
Computed, not measured: 2 unconnected molecules or ions with the total composition C7H12O, with ωB97M-V with the def2-TZVPD basis set.

The multiplicity is 2. The HOMO-LUMO gap (alpha / beta) comes out at 2.52 / 8.33 eV. As for the expectation value of S²: 0.753. The charge is -1. The LUMO energy (alpha / beta) is 3.612 / 3.546 eV.

XYZ file:
```
20
C7H12O ωB97M-V with the def2-TZVPD basis set
C 0.664 2.063 1.641
C -0.427 2.850 1.310
C 1.064 0.647 -0.283
C 0.723 0.694 0.949
C 0.964 -3.037 -1.672
C 0.778 -1.696 -0.996
C 1.569 -0.630 -1.011
H 1.578 2.491 2.032
H -1.001 2.539 0.479
H -0.725 3.767 1.741
H 0.993 1.556 -0.860
H 0.692 -0.011 1.763
H 0.038 -3.471 -1.868
H 1.678 -2.959 -2.439
H 1.400 -3.749 -0.892
H -0.270 -1.534 -0.633
H 2.502 -0.422 -1.648
H -3.564 0.832 0.696
H -4.313 -0.334 1.107
O -4.343 0.404 0.584
```

=====

Result of the stability comparison: (a) is the most stable of them.

=====

(a)
Computed, not measured: 4 unconnected molecules or ions with the total composition C2H12N2O4, with ωB97M-V with the def2-TZVPD basis set.

The multiplicity is 1. The HOMO-LUMO gap comes out at 10.23 eV. The SMILES is NCNC=O.O.O.O. The charge is 0. The LUMO energy is 0.557 eV.

XYZ file:
```
20
C2H12N2O4 ωB97M-V with the def2-TZVPD basis set
O 1.533 -0.530 -2.142
C 0.440 -0.078 -1.675
N -0.393 -0.678 -0.690
C 0.023 -1.795 0.220
N 0.157 -1.061 1.493
H -0.087 0.811 -2.214
H -1.405 -0.225 -0.710
H 1.013 -2.280 -0.190
H -0.736 -2.518 0.212
H -0.099 -1.659 2.299
H 1.267 -1.020 1.647
H -1.490 0.870 2.190
H -2.267 1.830 3.143
O -2.187 1.529 2.209
H -2.287 3.604 -1.271
H -2.317 2.608 -0.033
O -2.382 2.639 -1.048
H 2.594 -0.938 -0.140
H 3.316 0.106 0.708
O 3.207 -0.860 0.664
```

=====

(b)
Computed, not measured: 4 unconnected molecules or ions with the total composition C2H12N2O4, with ωB97M-V with the def2-TZVPD basis set.

The multiplicity is 1. The HOMO-LUMO gap comes out at 10.22 eV. The SMILES is NCC(N)=O.O.O.O. The charge is 0. The LUMO energy is 0.523 eV.

XYZ file:
```
20
C2H12N2O4 ωB97M-V with the def2-TZVPD basis set
N 0.010 -1.749 -0.399
C 1.333 -1.755 0.204
C 1.407 -0.557 1.142
N 2.349 0.376 0.822
O 0.621 -0.506 2.057
H -0.144 -2.457 -1.089
H -0.695 -1.883 0.307
H 1.639 -2.591 0.849
H 1.981 -1.736 -0.674
H 3.126 0.009 0.286
H 2.570 1.153 1.403
H -3.618 2.036 0.980
H -2.658 0.859 1.081
O -3.585 1.085 1.012
H -1.272 1.369 -2.932
H -1.626 -0.104 -2.745
O -1.098 0.477 -3.243
H 0.333 1.483 -1.490
H 0.460 1.688 -0.008
O -0.088 1.920 -0.771
```

=====

Result of the stability comparison: (b) is the most stable of them.

=====

(a)
Computed, not measured: 4 unconnected molecules or ions with the total composition C2H12N2O4, with ωB97M-V with the def2-TZVPD basis set.

The multiplicity is 1. The HOMO-LUMO gap comes out at 10.35 eV. The SMILES is CNC(N)=O.O.O.O. The charge is 0. The LUMO energy is 0.581 eV.

XYZ file:
```
20
C2H12N2O4 ωB97M-V with the def2-TZVPD basis set
C -1.675 3.778 0.109
N -0.892 2.844 -0.573
C -1.052 1.445 -0.486
N -0.512 0.512 -1.343
O -1.750 0.948 0.428
H -0.950 4.802 0.532
H -2.184 3.215 1.024
H -2.289 4.230 -0.665
H -0.222 3.245 -1.179
H 0.354 0.498 -1.863
H -0.782 -0.398 -1.108
H -1.140 -0.562 1.553
H -0.474 -0.731 2.916
O -0.565 -1.148 2.011
H 4.464 -4.470 -0.264
H 3.548 -4.795 -1.191
O 4.373 -5.148 -0.863
H 0.627 -3.504 0.130
H 0.204 -2.114 0.593
O 0.918 -2.648 0.239
```

=====

(b)
Computed, not measured: 4 unconnected molecules or ions with the total composition C2H12N2O4, with ωB97M-V with the def2-TZVPD basis set.

The multiplicity is 1. The HOMO-LUMO gap comes out at 10.23 eV. The SMILES is NCC(N)=O.O.O.O. The charge is 0. The LUMO energy is 0.593 eV.

XYZ file:
```
20
C2H12N2O4 ωB97M-V with the def2-TZVPD basis set
N -1.071 1.572 -0.173
C -0.852 0.637 0.942
C 0.594 0.651 1.341
N 1.283 1.808 1.195
O 1.088 -0.285 1.960
H -0.372 1.528 -0.889
H -2.010 1.486 -0.553
H -1.529 0.793 1.790
H -1.164 -0.358 0.616
H 0.752 2.576 0.817
H 2.180 1.768 1.654
H -0.865 0.163 5.113
H -0.252 0.068 3.735
O -1.045 0.411 4.177
H -0.588 -1.488 -7.268
H -0.243 -1.554 -5.681
O -0.377 -0.983 -6.455
H 1.674 -3.639 -0.498
H 1.610 -2.156 -0.823
O 1.188 -2.997 -1.000
```

=====

Result of the stability comparison: (b) is the most stable of them.

=====

(a)
Computed, not measured: 2 unconnected molecules or ions with the total composition C2H7NS2, with ωB97M-V with the def2-TZVPD basis set.

The multiplicity is 1. The HOMO-LUMO gap comes out at 9.18 eV. The SMILES is C=N.CSS. The charge is 0. The LUMO energy is 0.189 eV.

XYZ file:
```
12
C2H7NS2 ωB97M-V with the def2-TZVPD basis set
C -3.174 2.774 -0.728
N -2.672 2.034 -1.624
H -2.587 3.666 -0.466
H -4.204 2.886 -0.374
H -3.376 1.435 -2.059
C 2.577 -0.859 -0.573
S 1.612 -1.569 0.728
S -0.154 -0.443 0.686
H 3.652 -1.017 -0.409
H 2.308 -1.146 -1.585
H 2.560 0.220 -0.443
H -0.415 0.762 1.292
```

=====

(b)
Computed, not measured: 2 unconnected molecules or ions with the total composition C2H7NS2, with ωB97M-V with the def2-TZVPD basis set.

The multiplicity is 1. The HOMO-LUMO gap comes out at 9.71 eV. The SMILES is C=NC.SS. The charge is 0. The LUMO energy is 0.380 eV.

XYZ file:
```
12
C2H7NS2 ωB97M-V with the def2-TZVPD basis set
S 0.413 -1.084 1.866
S 2.071 -0.029 2.537
H 0.896 -1.041 0.623
H 2.792 -1.008 3.081
C -0.412 -0.344 -1.664
C -1.099 1.369 -0.283
N -0.095 0.808 -0.796
H -1.233 -0.923 -1.224
H -0.777 0.073 -2.600
H 0.495 -0.918 -1.814
H -1.054 2.301 0.271
H -1.998 0.796 0.003
```

=====

Result of the stability comparison: (b) is the most stable of them.

=====

(a)
Computed, not measured: a molecular structure, C2H7NS2, with ωB97M-V with the def2-TZVPD basis set.

The multiplicity is 1. The HOMO-LUMO gap (alpha / beta) comes out at 7.85 / 7.85 eV. The charge is 0. The LUMO energy (alpha / beta) is -0.081 / -0.083 eV.

XYZ file:
```
12
C2H7NS2 ωB97M-V with the def2-TZVPD basis set
C -1.772 -0.169 -0.534
C -0.693 -0.650 0.313
N 1.002 1.182 -0.124
S 0.305 -1.957 -0.208
S 2.393 0.424 -0.271
H -2.649 -0.539 -0.097
H -1.628 -0.405 -1.600
H -1.816 1.014 -0.438
H -0.831 -0.481 1.413
H 0.883 1.746 0.750
H 1.704 -1.054 -0.037
H 3.102 0.890 0.833
```

=====

(b)
Computed, not measured: 2 unconnected molecules or ions with the total composition C2H7NS2, with ωB97M-V with the def2-TZVPD basis set.

The multiplicity is 1. The HOMO-LUMO gap (alpha / beta) comes out at 8.75 / 8.75 eV. The charge is 0. The LUMO energy (alpha / beta) is 0.591 / 0.591 eV.

XYZ file:
```
12
C2H7NS2 ωB97M-V with the def2-TZVPD basis set
C -1.435 0.332 -0.535
C -0.409 -0.311 0.413
N 1.117 1.227 0.325
S 0.242 -1.839 0.116
S 2.465 0.363 -0.182
H -0.846 0.356 -1.407
H -1.833 1.385 -0.336
H -2.267 -0.189 -0.763
H -0.607 -0.311 1.555
H 1.083 1.475 1.357
H 0.030 -1.739 -1.213
H 2.459 -0.750 0.670
```

=====

Result of the stability comparison: (b) is the most stable of them.

=====

(a)
Computed, not measured: a molecular structure, C4H10ClN, with ωB97M-V with the def2-TZVPD basis set.

The multiplicity is 1. The HOMO-LUMO gap comes out at 10.46 eV. The charge is 0. The LUMO energy is 0.739 eV.

XYZ file:
```
16
C4H10ClN ωB97M-V with the def2-TZVPD basis set
C 0.026 -1.367 -0.435
C 0.007 -0.020 0.053
C -1.137 0.402 0.899
C 0.071 0.875 -1.108
H -0.419 -1.749 -1.535
H -0.369 -2.209 0.157
H 1.157 -1.477 -0.350
H -2.171 -0.267 0.580
H -0.849 -0.019 2.176
H -1.319 1.615 0.600
H 1.953 -0.288 0.611
H 0.720 0.376 1.880
H 0.342 1.982 -0.655
H -0.822 0.823 -1.690
N 1.100 0.486 0.713
Cl 1.712 0.836 -1.896
```

=====

(b)
Computed, not measured: C4H10ClN in the gas phase, with ωB97M-V with the def2-TZVPD basis set.

The multiplicity is 1. The HOMO-LUMO gap comes out at 10.29 eV. The SMILES is CC(C)(Cl)CN. The charge is 0. The LUMO energy is 0.911 eV.

XYZ file:
```
16
C4H10ClN ωB97M-V with the def2-TZVPD basis set
C -0.172 1.275 0.874
C 0.106 -0.179 0.380
C -0.795 -1.202 1.091
C 0.031 -0.293 -1.154
H 0.491 2.037 0.390
H 0.000 1.301 1.989
H -1.201 1.497 0.659
H -0.558 -1.155 2.181
H -1.857 -0.998 0.873
H -0.478 -2.224 0.767
H 0.262 -1.356 -1.323
H -1.046 -0.137 -1.403
H 0.671 0.753 -2.802
H 1.849 0.555 -1.595
N 0.866 0.690 -1.803
Cl 1.832 -0.565 0.875
```

=====

Result of the stability comparison: (b) is the most stable of them.